1.
132
Properties=species:S:1:pos:R:3 method="wB97M-V/def2-TZVPD" homo_ev=-1.7 total_charge=-2 multiplicity=1 lumo_energy_ev=3.8807
Sr -1.02 -0.54 -1.82
C 3.10 -2.32 -3.02
C 2.84 -1.03 -2.25
C 3.95 -0.01 -2.49
C 2.67 -1.31 -0.78
C 3.49 -2.09 0.05
C 2.92 -2.01 1.30
C 3.38 -2.72 2.54
C 3.26 -4.24 2.36
C 4.82 -2.33 2.89
N 1.81 -1.23 1.20
N 1.66 -0.81 -0.10
B 0.76 -0.89 2.28
N 0.54 0.63 2.48
N -0.37 1.27 1.71
C -0.61 2.44 2.27
C 0.15 2.58 3.45
C 0.88 1.41 3.55
C 1.92 1.23 4.64
C 3.17 2.06 4.29
C 2.38 -0.17 5.03
C -1.60 3.42 1.70
C -1.93 3.11 0.25
C -1.10 4.86 1.81
N -0.58 -1.60 1.93
N -0.97 -1.76 0.64
C -2.08 -2.49 0.67
C -2.45 -2.78 1.99
C -1.46 -2.22 2.77
C -1.39 -2.30 4.27
C -0.25 -3.17 4.79
C -1.42 -0.92 4.93
C -2.81 -2.99 -0.54
C -2.83 -4.53 -0.54
C -2.23 -2.53 -1.87
H 3.12 -2.12 -4.10
H 2.31 -3.06 -2.84
H 4.06 -2.76 -2.73
H 1.90 -0.60 -2.60
H 4.91 -0.41 -2.15
H 3.75 0.92 -1.97
H 4.02 0.22 -3.56
H 4.38 -2.64 -0.22
H 2.74 -2.44 3.37
H 3.85 -4.57 1.51
H 2.22 -4.52 2.18
H 3.61 -4.77 3.26
H 5.50 -2.61 2.07
H 5.15 -2.84 3.80
H 4.91 -1.26 3.04
H 1.10 -1.34 3.32
H 0.18 3.41 4.13
H 1.47 1.68 5.52
H 3.64 1.68 3.38
H 3.90 2.01 5.11
H 2.91 3.11 4.12
H 2.96 -0.63 4.24
H 1.55 -0.83 5.29
H 3.03 -0.09 5.91
H -2.51 3.34 2.31
H -1.02 2.87 -0.31
H -2.41 3.98 -0.21
H -2.61 2.26 0.16
H -0.26 5.01 1.13
H -0.76 5.11 2.82
H -1.89 5.55 1.53
H -3.31 -3.33 2.34
H -2.32 -2.81 4.55
H 0.72 -2.72 4.61
H -0.26 -4.15 4.30
H -0.36 -3.33 5.87
H -0.59 -0.30 4.61
H -1.38 -1.02 6.02
H -2.34 -0.39 4.67
H -3.84 -2.65 -0.47
H -1.82 -4.92 -0.67
H -3.45 -4.89 -1.36
H -3.23 -4.92 0.40
H -1.15 -2.66 -1.92
H -2.52 -1.51 -2.07
H -2.70 -3.12 -2.66
Cl -4.83 -2.68 -6.73
C -3.44 -2.33 -5.74
C -2.40 -3.24 -5.66
Cl -2.47 -4.74 -6.52
C -1.27 -2.90 -4.92
Cl 0.08 -3.98 -4.84
C -1.16 -1.71 -4.17
O -0.08 -1.41 -3.52
C -2.31 -0.81 -4.17
O -2.31 0.25 -3.39
C -3.35 -1.12 -5.05
Cl -4.57 0.09 -5.27
N 2.36 1.94 -0.29
C 2.17 3.31 -0.36
C 2.48 4.14 0.72
C 2.37 5.52 0.63
C 1.90 6.10 -0.55
C 1.61 5.27 -1.63
C 1.78 3.89 -1.59
C 1.71 3.07 -2.84
C 2.40 3.66 -3.92
C 2.43 3.09 -5.17
C 1.77 1.88 -5.34
C 1.14 1.28 -4.25
C 1.06 1.81 -2.94
H 2.33 1.56 0.64
H 1.78 1.41 -0.94
H 2.83 3.68 1.64
H 2.62 6.14 1.48
H 1.76 7.17 -0.62
H 1.25 5.71 -2.55
H 2.94 4.59 -3.75
H 2.95 3.57 -5.99
H 1.76 1.39 -6.31
H 0.70 0.31 -4.43
C -3.78 2.53 -2.55
O -4.48 1.48 -1.87
P -3.77 0.08 -1.44
O -4.66 -0.16 -0.05
C -4.13 0.36 1.16
O -4.66 -0.97 -2.30
C -6.08 -1.00 -2.25
H -4.03 3.47 -2.06
H -4.11 2.56 -3.59
H -2.70 2.39 -2.55
H -4.48 -0.26 1.98
H -4.47 1.39 1.32
H -3.03 0.35 1.17
H -6.41 -1.51 -3.16
H -6.50 0.00 -2.23
H -6.42 -1.55 -1.37


2.
126
Properties=species:S:1:pos:R:3 method="wB97M-V/def2-TZVPD" homo_ev=-9.2 total_charge=0 smiles="c1ccncc1.c1ccncc1.c1ccncc1.c1ccncc1.c1ccncc1.c1ccncc1.CC(C)=O.CC(C)=O.CC(C)=O.CC(C)=O.CC(C)=O.CC(C)=O" multiplicity=1 lumo_energy_ev=0.3827
C -2.08 -0.33 3.89
C -2.87 -1.51 3.68
C -3.82 -1.89 4.67
N -3.83 -1.31 5.93
C -3.03 -0.23 6.13
C -2.18 0.26 5.09
H -1.43 0.00 3.10
H -2.86 -2.02 2.73
H -4.44 -2.76 4.49
H -3.20 0.30 7.06
H -1.54 1.13 5.17
C -4.64 -2.35 -2.10
C -5.23 -2.42 -0.77
C -4.90 -1.43 0.11
N -4.11 -0.30 -0.21
C -3.55 -0.33 -1.45
C -3.76 -1.30 -2.34
H -4.86 -3.09 -2.85
H -6.01 -3.11 -0.50
H -5.43 -1.31 1.05
H -2.89 0.46 -1.77
H -3.39 -1.30 -3.35
C 1.34 -2.61 -2.56
C 0.01 -2.61 -3.07
C -0.74 -3.77 -2.95
N -0.26 -4.90 -2.47
C 1.04 -4.95 -2.16
C 1.87 -3.79 -2.12
H 1.93 -1.71 -2.60
H -0.32 -1.66 -3.44
H -1.74 -3.90 -3.34
H 1.48 -5.89 -1.88
H 2.94 -3.73 -1.97
C 4.20 2.85 -1.26
C 5.34 2.14 -1.68
C 6.15 2.70 -2.69
N 5.78 3.82 -3.38
C 4.57 4.40 -3.09
C 3.74 3.89 -2.08
H 3.55 2.41 -0.52
H 5.55 1.19 -1.21
H 7.06 2.23 -3.03
H 4.18 5.17 -3.74
H 2.73 4.26 -2.03
C -1.05 -4.36 1.79
C -1.46 -4.24 0.47
C -2.73 -4.85 0.13
N -3.58 -5.46 0.97
C -3.12 -5.52 2.27
C -1.89 -5.02 2.71
H -0.20 -3.85 2.23
H -0.92 -3.69 -0.29
H -3.06 -4.93 -0.90
H -3.82 -5.91 3.00
H -1.68 -5.02 3.77
C -3.92 2.81 3.15
C -2.66 2.87 2.57
C -1.63 3.55 3.20
N -1.84 4.09 4.39
C -3.14 4.16 4.89
C -4.16 3.55 4.29
H -4.78 2.30 2.74
H -2.49 2.34 1.65
H -0.67 3.58 2.69
H -3.23 4.57 5.89
H -5.15 3.62 4.72
C 4.72 -1.33 -3.17
C 3.95 -0.68 -4.28
C 3.09 0.50 -3.92
O 3.96 -1.00 -5.47
H 5.03 -2.32 -3.50
H 4.12 -1.34 -2.26
H 5.57 -0.64 -3.06
H 3.73 1.34 -3.64
H 2.51 0.25 -3.03
H 2.57 0.86 -4.81
C -1.05 6.30 0.03
C -0.90 5.02 -0.86
C 0.06 5.11 -2.08
O -1.69 4.13 -0.72
H -0.13 6.48 0.59
H -1.75 6.01 0.82
H -1.42 7.17 -0.51
H -0.34 5.85 -2.77
H 0.21 4.18 -2.63
H 1.09 5.36 -1.82
C 3.47 0.83 3.09
C 2.09 1.14 3.71
C 1.40 0.09 4.55
O 1.55 2.12 3.36
H 3.77 -0.20 3.29
H 4.21 1.57 3.40
H 3.31 0.92 2.02
H 0.64 -0.38 3.94
H 0.85 0.61 5.33
H 2.10 -0.66 4.92
C -1.66 0.49 -5.66
C -1.29 1.62 -4.62
C -2.17 2.81 -4.47
O -0.26 1.50 -4.03
H -0.93 -0.32 -5.66
H -1.66 0.86 -6.68
H -2.61 0.02 -5.39
H -2.11 3.42 -5.37
H -1.70 3.50 -3.78
H -3.19 2.51 -4.23
C 0.62 1.66 -0.74
C 0.84 0.21 -0.36
C -0.34 -0.63 0.08
O 1.99 -0.18 -0.27
H 0.65 1.80 -1.82
H 1.35 2.14 -0.09
H -0.39 1.94 -0.44
H -0.21 -1.10 1.05
H -0.38 -1.49 -0.59
H -1.24 -0.02 0.01
C 3.18 -4.46 2.79
C 2.91 -3.00 2.34
C 4.07 -2.46 1.51
O 1.89 -2.36 2.56
H 3.04 -5.06 1.88
H 2.45 -4.81 3.51
H 4.20 -4.53 3.16
H 4.93 -2.25 2.15
H 3.88 -1.42 1.26
H 4.27 -2.96 0.56


3.
130
Properties=species:S:1:pos:R:3 method="wB97M-V/def2-TZVPD" homo_ev="-7.5 / -7.5" total_charge=0 multiplicity=2 lumo_energy_ev="-0.3011 / -0.1641"
Fe 0.65 -0.34 -0.46
S 3.36 -2.52 2.24
C 1.97 -2.08 3.14
C 1.03 -1.46 2.37
C 1.42 -1.34 1.01
C 2.66 -1.89 0.80
C 3.30 -1.84 -0.49
C 4.57 -2.34 -0.76
C 5.10 -2.15 -2.02
C 4.36 -1.44 -2.95
C 3.09 -1.01 -2.61
N 2.54 -1.23 -1.42
H 1.92 -2.31 4.19
H 0.09 -1.11 2.75
H 5.12 -2.86 0.02
H 6.09 -2.51 -2.25
H 4.75 -1.23 -3.94
H 2.51 -0.46 -3.33
O -1.56 -0.30 -0.79
N -2.15 0.08 -1.91
C -3.49 0.28 -1.92
C -4.15 0.67 -3.05
C -3.42 0.87 -4.23
C -2.07 0.67 -4.21
C -1.40 0.27 -3.03
S 0.26 0.03 -2.92
H -3.98 0.09 -0.98
H -5.22 0.81 -3.01
H -3.92 1.17 -5.14
H -1.46 0.83 -5.09
C 1.70 -5.19 -0.40
C 0.19 -5.02 -0.22
C -0.14 -4.76 1.25
P -0.55 -3.66 -1.28
C -2.34 -4.14 -1.06
C -2.75 -5.54 -1.55
C -3.30 -3.07 -1.55
C -0.12 -4.25 -3.00
C -1.10 -3.75 -4.06
C 1.27 -3.76 -3.41
H 2.07 -5.91 0.33
H 2.23 -4.25 -0.25
H 1.95 -5.57 -1.39
H -0.28 -5.96 -0.53
H 0.04 -3.71 1.52
H 0.49 -5.37 1.89
H -1.18 -5.00 1.49
H -2.44 -4.15 0.03
H -2.60 -5.66 -2.62
H -3.81 -5.69 -1.35
H -2.21 -6.33 -1.04
H -3.23 -2.89 -2.62
H -3.09 -2.13 -1.04
H -4.34 -3.35 -1.34
H -0.12 -5.35 -2.97
H -1.17 -2.66 -4.02
H -2.11 -4.16 -3.95
H -0.74 -4.03 -5.05
H 1.23 -2.69 -3.61
H 1.59 -4.26 -4.32
H 2.04 -3.92 -2.65
O -0.12 0.66 1.12
P -1.12 1.67 1.66
C -2.15 2.39 0.33
C -3.04 3.60 0.72
C -2.54 4.90 0.10
C -2.56 4.82 -1.44
C -2.15 3.42 -1.94
C -1.28 2.73 -0.90
C -2.06 0.86 3.01
C -2.43 -0.62 2.74
C -3.77 -0.79 2.03
C -4.89 -0.07 2.77
C -4.57 1.42 2.90
C -3.24 1.64 3.62
C -0.30 3.12 2.43
C 0.94 3.55 1.57
C 2.25 3.50 2.37
C 2.36 2.16 3.08
C 1.25 1.99 4.13
C 0.11 2.99 3.91
H -2.79 1.56 0.04
H -3.12 3.72 1.80
H -4.05 3.42 0.37
H -1.52 5.10 0.44
H -3.15 5.74 0.44
H -1.89 5.58 -1.85
H -3.57 5.07 -1.79
H -1.62 3.50 -2.88
H -3.04 2.81 -2.12
H -0.46 3.39 -0.64
H -0.82 1.83 -1.30
H -1.28 0.83 3.77
H -2.48 -1.12 3.71
H -1.65 -1.09 2.16
H -3.99 -1.85 1.92
H -3.66 -0.38 1.03
H -5.00 -0.50 3.77
H -5.84 -0.21 2.26
H -5.37 1.93 3.44
H -4.54 1.86 1.90
H -3.37 1.30 4.66
H -3.01 2.70 3.68
H -1.05 3.91 2.37
H 0.78 4.55 1.16
H 1.07 2.86 0.74
H 2.29 4.32 3.10
H 3.08 3.65 1.68
H 3.35 2.05 3.55
H 2.27 1.37 2.33
H 1.64 2.13 5.14
H 0.86 0.98 4.09
H 0.44 3.98 4.23
H -0.75 2.75 4.53
O 2.12 2.46 -2.23
C 2.48 1.94 -1.19
O 1.78 1.18 -0.41
C 3.88 2.21 -0.66
C 4.41 1.43 0.37
C 5.69 1.67 0.84
C 6.42 2.69 0.25
C 5.92 3.47 -0.77
C 4.64 3.22 -1.23
N 7.78 2.95 0.75
O 8.43 3.81 0.18
O 8.18 2.30 1.69
H 3.80 0.65 0.81
H 6.13 1.09 1.63
H 6.53 4.26 -1.19
H 4.21 3.79 -2.04


It is found that the energy above the lowest of the compared OMol25 structures with the same formula, charge and spin values, taken in the order of the records, are 5.364 1.309 0.050 eV.